13
Properties=species:S:1:pos:R:3 method="wB97M-V/def2-TZVPD" total_energy_ev=-10637.866 e_lumo_ev=0.24 molar_mass_g_mol=111.108 gap_ev=9.6 de_lowest_ev=5.008
C -0.458 1.437 -0.548
C 1.315 0.569 1.030
C -0.166 -0.908 0.025
H -1.191 0.484 -2.251
H -0.497 2.389 -0.132
H 1.482 1.719 1.135
H 1.187 -2.504 1.135
H -1.701 -1.275 -1.259
N -1.247 1.351 -1.662
N 0.173 0.503 0.162
N 1.615 -0.551 1.653
N 0.419 -1.473 1.329
N -0.931 -1.742 -0.617